(1)
Density functional theory data (ωB97M-V/def2-TZVPD) for the ion C6H10NO with charge +1 at a distorted geometry.

As for the HOMO energy: -12.54 eV. Its SMILES is CC1=C(C)[N@H+]2C[C@H]2O1. The orbital gap is 9.2 eV.

```
! wB97M-V def2-TZVPD RIJCOSX def2/J DEFGRID3
* xyz 1 1
C 2.22 -1.28 0.15
C 0.76 -0.92 0.12
C -0.02 0.47 0.18
C 0.07 1.93 -0.06
N -1.37 0.01 0.47
C -1.96 -0.64 -0.67
C -1.43 -1.49 0.43
O -0.12 -1.87 0.46
H 2.21 -2.27 0.42
H 2.86 -0.66 0.85
H 2.59 -1.28 -0.85
H 1.00 2.27 0.26
H -0.76 2.45 0.45
H -0.26 2.12 -1.06
H -1.97 0.61 1.02
H -1.46 -0.30 -1.57
H -3.10 -0.43 -0.81
H -1.95 -2.10 1.07
*
```

Population analysis type natural (NBO), resulting atomic charges in e: C -0.6776; C 0.3978; C 0.0409; C -0.6587; N -0.3875; C -0.2799; C 0.2695; O -0.4328; H 0.2488; H 0.2677; H 0.2567; H 0.2609; H 0.2321; H 0.2389; H 0.4452; H 0.2625; H 0.2636; H 0.2519

***

(2)
Density functional theory data (ωB97M-V/def2-TZVPD) for the ion C6H10NO with charge +1 at a distorted geometry.

As for the HOMO energy: -14.54 eV. Its SMILES is C#C[C@H]1COCC[NH2+]1. The orbital gap is 10.9 eV.

```
! wB97M-V def2-TZVPD RIJCOSX def2/J DEFGRID3
* xyz 1 1
C 2.95 0.03 0.94
C 1.99 -0.07 0.23
C 0.86 -0.10 -0.72
C 0.08 -1.41 -0.51
O -0.70 -1.41 0.67
C -1.72 -0.44 0.48
C -1.21 1.01 0.31
N 0.06 1.16 -0.48
H 3.59 -0.07 1.78
H 1.24 -0.05 -1.75
H -0.51 -1.73 -1.38
H 0.84 -2.19 -0.37
H -2.40 -0.72 -0.34
H -2.32 -0.45 1.39
H -1.17 1.47 1.30
H -2.00 1.55 -0.23
H -0.14 1.65 -1.35
H 0.66 1.80 0.04
*
```

Population analysis type natural (NBO), resulting atomic charges in e: C -0.1074; C -0.1157; C -0.1405; C -0.0895; O -0.4751; C -0.0969; C -0.2743; N -0.4947; H 0.2670; H 0.2630; H 0.1999; H 0.2441; H 0.1904; H 0.2357; H 0.2471; H 0.2392; H 0.4462; H 0.4615

***

(3)
Density functional theory data (ωB97M-V/def2-TZVPD) for the ion C6H10NO with charge +1 at a distorted geometry.

As for the HOMO energy (spin up / spin down): -12.77 / -12.77 eV. The orbital gap (spin up / spin down) is 9.1 / 9.1 eV.

```
! wB97M-V def2-TZVPD RIJCOSX def2/J DEFGRID3
* xyz 1 1
C -1.80 -0.33 1.25
C -0.74 -1.26 1.69
C -0.77 0.97 -1.76
C -0.42 2.04 -0.68
C 0.44 -1.50 0.73
C -0.39 0.58 -0.41
N 0.78 -0.17 0.11
O -2.82 -0.07 1.71
H -0.27 -0.91 2.55
H -1.07 -2.20 1.96
H -1.79 0.73 -2.03
H -0.11 0.77 -2.46
H 0.52 2.75 -0.62
H -1.17 2.60 -0.24
H 1.43 -1.87 1.19
H 0.03 -2.34 0.08
H 1.21 0.31 0.86
H 1.49 -0.31 -0.58
*
```

Population analysis type natural (NBO), resulting atomic charges in e: C 0.7255; C -0.5808; C -0.4162; C -0.4461; C -0.2170; C -0.0311; N -0.5119; O -0.3842; H 0.2633; H 0.2756; H 0.2543; H 0.2168; H 0.2436; H 0.2430; H 0.2488; H 0.2543; H 0.4284; H 0.4336

***

(4)
Density functional theory data (ωB97M-V/def2-TZVPD) for the ion C6H10NO2S with charge +1 at a distorted geometry.

As for the HOMO energy: -13.54 eV. The orbital gap is 8.3 eV.

```
! wB97M-V def2-TZVPD RIJCOSX def2/J DEFGRID3
* xyz 1 1
O 4.42 -0.21 0.58
C 3.18 -0.25 0.03
O 2.93 -1.30 -0.98
C 2.07 0.83 0.59
C 0.88 1.17 -0.52
C -0.48 0.24 -0.31
N -1.68 0.28 -1.03
C -2.80 -0.63 -0.46
C -2.51 -0.61 1.18
S -0.68 -1.13 1.01
H 2.36 -2.02 -0.57
H 1.61 0.52 1.65
H 2.65 1.85 0.78
H 0.52 2.28 -0.24
H 1.25 1.07 -1.62
H -1.89 0.90 -1.85
H -2.46 -1.70 -0.79
H -3.89 -0.46 -0.84
H -2.38 0.51 1.52
H -3.09 -1.36 1.87
*
```

Population analysis type natural (NBO), resulting atomic charges in e: O -0.4914; C 0.7432; O -0.7201; C -0.5254; C -0.4904; C 0.3198; N -0.5332; C -0.2623; C -0.4965; S 0.2768; H 0.4990; H 0.2773; H 0.2939; H 0.2841; H 0.2926; H 0.4607; H 0.2405; H 0.2791; H 0.2529; H 0.2994

***

(5)
Density functional theory data (ωB97M-V/def2-TZVPD) for the ion C6H10NO3 with charge -1 at a distorted geometry.

As for the HOMO energy: -3.09 eV. Its SMILES is C=C[C@@H](O)N([O-])[C@@H](O)C=C. The orbital gap is 6.9 eV.

```
! wB97M-V def2-TZVPD RIJCOSX def2/J DEFGRID3
* xyz -1 1
C -1.71 0.24 -1.89
C -1.45 -0.17 -0.64
C -1.31 0.84 0.55
O -1.91 0.20 1.65
N 0.06 1.29 0.82
O 0.37 1.20 2.21
C 1.20 0.58 0.14
O 2.28 0.87 0.88
C 1.11 -0.97 0.12
C 1.71 -1.73 -0.81
H -1.49 -0.64 -2.51
H -1.77 1.25 -2.30
H -1.35 -1.16 -0.26
H -2.04 1.66 0.28
H -1.20 0.23 2.34
H 1.17 1.09 -0.77
H 1.60 0.96 1.81
H 0.72 -1.46 0.94
H 1.80 -2.77 -0.78
H 2.22 -1.50 -1.76
*
```

Population analysis type natural (NBO), resulting atomic charges in e: C -0.4782; C -0.1394; C 0.2028; O -0.7723; N -0.2271; O -0.7532; C 0.1969; O -0.7811; C -0.1750; C -0.4504; H 0.1920; H 0.2024; H 0.2076; H 0.1209; H 0.5018; H 0.1499; H 0.4767; H 0.1886; H 0.1639; H 0.1733

***

(6)
Density functional theory data (ωB97M-V/def2-TZVPD) for the ion C6H10NO7S with charge -1 at a distorted geometry.

As for the HOMO energy: -4.36 eV. Its SMILES is CCOC(=O)O[S@](=O)([O-])=C(N)CC(=O)O. The orbital gap is 7.8 eV.

```
! wB97M-V def2-TZVPD RIJCOSX def2/J DEFGRID3
* xyz -1 1
C 1.22 0.77 1.62
C 2.27 -0.08 0.92
O 2.05 -0.30 -0.46
C 1.43 -1.41 -0.87
O 1.25 -2.41 -0.22
O 1.32 -1.35 -2.17
S 0.06 -0.22 -2.62
O -0.55 -0.77 -3.82
O 0.69 1.10 -2.72
C -0.86 -0.61 -1.08
N -1.36 -1.93 -1.41
C -2.03 0.38 -1.21
C -2.50 0.57 0.24
O -2.71 1.67 0.67
O -2.50 -0.48 0.99
H 1.34 1.87 1.17
H 0.19 0.40 1.48
H 1.42 0.96 2.64
H 2.51 -1.08 1.53
H 3.27 0.28 0.91
H -0.58 -2.57 -1.53
H -1.93 -1.94 -2.28
H -2.89 0.01 -1.79
H -1.72 1.31 -1.50
H -1.97 -1.28 0.55
*
```

Population analysis type natural (NBO), resulting atomic charges in e: C -0.6364; C -0.0669; O -0.5122; C 1.0072; O -0.6587; O -0.7252; S 2.2115; O -0.9551; O -0.9274; C -0.4486; N -0.8914; C -0.5719; C 0.8127; O -0.6332; O -0.7046; H 0.2010; H 0.2483; H 0.2042; H 0.1747; H 0.1779; H 0.3869; H 0.3447; H 0.1882; H 0.2371; H 0.5372

***

(7)
Density functional theory data (ωB97M-V/def2-TZVPD) for the ion C6H10O with charge -1 at a distorted geometry.

As for the HOMO energy (spin up / spin down): -0.05 / -2.77 eV. The orbital gap (spin up / spin down) is 4.2 / 6.8 eV.

```
! wB97M-V def2-TZVPD RIJCOSX def2/J DEFGRID3
* xyz -1 2
C 2.14 1.08 0.81
C 1.07 0.67 -0.18
C 1.29 0.85 -1.52
C -2.36 -1.05 0.17
O -2.04 -2.45 0.05
C -1.32 -0.13 -0.37
C -0.13 0.05 0.34
H 2.80 0.23 1.02
H 2.72 1.85 0.29
H 1.79 1.45 1.77
H 2.18 1.39 -1.84
H 0.60 0.45 -2.24
H -2.49 -0.78 1.23
H -3.32 -0.89 -0.32
H -1.47 -2.77 0.78
H -1.33 0.05 -1.44
H -0.13 -0.02 1.43
*
```

Population analysis type natural (NBO), resulting atomic charges in e: C -0.6251; C -0.0659; C -0.6326; C -0.1080; O -0.7838; C -0.4229; C -0.3372; H 0.1874; H 0.1935; H 0.1890; H 0.1587; H 0.1823; H 0.1312; H 0.1541; H 0.4563; H 0.1684; H 0.1546

***

(8)
Density functional theory data (ωB97M-V/def2-TZVPD) for an isolated molecule of C6H10O.

As for the HOMO energy: -9.44 eV. Its SMILES is C[C@H]1C=CC[C@H]1O. The orbital gap is 10.5 eV.

```
! wB97M-V def2-TZVPD RIJCOSX def2/J DEFGRID3
* xyz 0 1
C 2.04 -0.07 0.06
C 0.62 -0.45 -0.32
C -0.19 -1.10 0.78
C -1.47 -0.73 0.73
C -1.72 0.22 -0.41
C -0.30 0.73 -0.73
O 0.00 1.91 0.00
H 2.07 0.61 0.92
H 2.55 0.44 -0.78
H 2.63 -0.96 0.31
H 0.66 -1.15 -1.17
H 0.23 -1.81 1.49
H -2.26 -1.09 1.39
H -2.16 -0.31 -1.27
H -2.39 1.06 -0.17
H -0.17 1.01 -1.78
H -0.14 1.70 0.94
*
```

Population analysis type natural (NBO), resulting atomic charges in e: C -0.5997; C -0.2868; C -0.1961; C -0.1956; C -0.4730; C 0.1136; O -0.7123; H 0.2094; H 0.2155; H 0.2073; H 0.2088; H 0.2118; H 0.2122; H 0.2162; H 0.2223; H 0.1842; H 0.4622

***

(9)
Density functional theory data (ωB97M-V/def2-TZVPD) for an isolated molecule of C6H10O at a distorted geometry.

As for the HOMO energy: -8.67 eV. Its SMILES is COC(C)=C1CC1. The orbital gap is 9.7 eV.

```
! wB97M-V def2-TZVPD RIJCOSX def2/J DEFGRID3
* xyz 0 1
C 1.71 -1.58 -0.02
O 1.71 -0.22 0.33
C 0.52 0.62 0.01
C 0.85 2.06 -0.07
C -0.59 -0.02 0.19
C -1.63 -1.05 0.08
C -2.07 0.40 0.00
H 2.76 -1.89 -0.11
H 1.20 -1.79 -0.96
H 1.22 -2.17 0.77
H 1.53 2.23 -0.90
H 1.36 2.38 0.84
H -0.06 2.65 -0.19
H -1.88 -1.61 0.97
H -1.68 -1.64 -0.83
H -2.57 0.83 0.85
H -2.39 0.78 -0.96
*
```

Population analysis type natural (NBO), resulting atomic charges in e: C -0.2439; O -0.5582; C 0.3369; C -0.6566; C -0.1055; C -0.4116; C -0.4394; H 0.1896; H 0.1687; H 0.1638; H 0.2280; H 0.2325; H 0.2275; H 0.2217; H 0.2237; H 0.2125; H 0.2102

***

(10)
Density functional theory data (ωB97M-V/def2-TZVPD) for an isolated molecule of C6H10O.

As for the HOMO energy: -9.86 eV. Its SMILES is O=CCCC1CC1. The orbital gap is 10.9 eV.

```
! wB97M-V def2-TZVPD RIJCOSX def2/J DEFGRID3
* xyz 0 1
O 0.66 -0.91 1.94
C 1.27 -1.12 0.92
C 1.60 -0.06 -0.11
C 0.63 1.12 -0.11
C -0.79 0.77 -0.56
C -1.26 -0.65 -0.73
C -1.77 0.18 0.41
H 1.64 -2.14 0.68
H 2.62 0.28 0.13
H 1.66 -0.53 -1.09
H 1.04 1.88 -0.80
H 0.61 1.58 0.88
H -1.20 1.48 -1.28
H -1.94 -0.87 -1.55
H -0.58 -1.46 -0.52
H -2.80 0.50 0.38
H -1.38 -0.05 1.40
*
```

Population analysis type natural (NBO), resulting atomic charges in e: O -0.5362; C 0.4382; C -0.5151; C -0.4003; C -0.2322; C -0.4195; C -0.4222; H 0.1123; H 0.2413; H 0.2196; H 0.2145; H 0.2202; H 0.2142; H 0.2165; H 0.1998; H 0.2111; H 0.2377

***

(11)
Density functional theory data (ωB97M-V/def2-TZVPD) for a cluster of 3 separate species, C6H10O in total.

As for the HOMO energy: -8.94 eV. Its SMILES is C=CO.C#C.C=C. The orbital gap is 9.9 eV.

```
! wB97M-V def2-TZVPD RIJCOSX def2/J DEFGRID3
* xyz 0 1
C -1.78 0.74 -0.38
C -1.54 -0.42 -0.98
O -1.91 -1.66 -0.56
H -2.37 0.82 0.53
H -1.35 1.65 -0.78
H -0.96 -0.48 -1.89
H -2.27 -1.59 0.33
C 1.90 0.12 -1.36
C 1.43 0.04 -2.46
H 2.28 0.20 -0.36
H 0.99 -0.05 -3.43
C 0.27 0.09 1.94
C 1.59 0.12 1.86
H -0.28 -0.84 1.83
H -0.32 0.99 2.08
H 2.15 1.05 1.93
H 2.17 -0.79 1.69
*
```

Population analysis type natural (NBO), resulting atomic charges in e: C -0.5551; C 0.1700; O -0.6768; H 0.1912; H 0.2201; H 0.1831; H 0.4726; C -0.2220; C -0.2518; H 0.2369; H 0.2340; C -0.3558; C -0.4260; H 0.1881; H 0.1968; H 0.1977; H 0.1970

***

(12)
Density functional theory data (ωB97M-V/def2-TZVPD) for an isolated molecule of C6H10O.

As for the HOMO energy: -9.94 eV. The orbital gap is 10.8 eV.

```
! wB97M-V def2-TZVPD RIJCOSX def2/J DEFGRID3
* xyz 0 1
C 1.11 -1.59 -0.78
C 0.35 -0.38 -0.30
C -1.12 -0.51 0.17
C -0.67 0.91 0.56
O -1.37 1.84 1.30
C -0.02 1.04 -0.85
C 0.67 0.33 1.03
H 0.54 -2.19 -1.50
H 2.10 -1.36 -1.18
H 1.25 -2.23 0.11
H -1.29 -1.22 0.98
H -1.88 -0.60 -0.61
H -1.93 2.35 0.71
H 0.78 1.79 -0.91
H -0.70 1.10 -1.71
H 1.51 1.03 1.05
H 0.66 -0.32 1.91
*
```

Population analysis type natural (NBO), resulting atomic charges in e: C -0.6097; C -0.0145; C -0.4194; C 0.2584; O -0.6903; C -0.4117; C -0.4026; H 0.2137; H 0.2145; H 0.2150; H 0.1962; H 0.1916; H 0.4728; H 0.1992; H 0.1955; H 0.1958; H 0.1955

***

(13)
Density functional theory data (ωB97M-V/def2-TZVPD) for an isolated molecule of C6H10O.

As for the HOMO energy: -9.90 eV. Its SMILES is O=CCCC1CC1. The orbital gap is 11.0 eV.

```
! wB97M-V def2-TZVPD RIJCOSX def2/J DEFGRID3
* xyz 0 1
O -2.30 -0.07 -0.39
C -1.85 1.04 -0.56
C -0.39 1.33 -0.80
C 0.45 0.09 -1.08
C 1.08 -0.64 0.10
C 0.75 -0.40 1.56
C 0.32 -1.64 0.88
H -2.51 1.93 -0.57
H -0.35 1.98 -1.67
H -0.02 1.92 0.05
H 1.30 0.41 -1.67
H -0.14 -0.57 -1.75
H 2.10 -0.96 -0.10
H 1.55 -0.48 2.29
H -0.08 0.21 1.91
H 0.83 -2.52 1.24
H -0.73 -1.63 0.57
*
```

Population analysis type natural (NBO), resulting atomic charges in e: O -0.5342; C 0.4472; C -0.5181; C -0.4047; C -0.2258; C -0.4309; C -0.4284; H 0.1081; H 0.2295; H 0.2400; H 0.2128; H 0.2201; H 0.2124; H 0.2137; H 0.2106; H 0.2109; H 0.2367

***

(14)
Density functional theory data (ωB97M-V/def2-TZVPD) for a cluster of 2 separate species, C6H10O in total.

As for the HOMO energy: -9.49 eV. Its SMILES is C[C@H]1CC=CC1=O.[H][H]. The orbital gap is 10.2 eV.

```
! wB97M-V def2-TZVPD RIJCOSX def2/J DEFGRID3
* xyz 0 1
C -0.81 -0.50 -1.65
C -0.41 -0.32 -0.19
C 0.68 -1.29 0.31
C 1.79 -0.39 0.80
C 1.52 0.91 0.66
C 0.18 1.08 0.04
O -0.36 2.12 -0.26
H 0.07 -0.44 -2.30
H -1.30 -1.46 -1.82
H -1.50 0.30 -1.95
H -1.30 -0.39 0.44
H 1.04 -1.95 -0.49
H 0.33 -1.94 1.11
H 2.71 -0.79 1.22
H 2.15 1.75 0.93
H -2.59 1.48 1.84
H -2.20 1.82 1.31
*
```

Population analysis type natural (NBO), resulting atomic charges in e: C -0.5954; C -0.3291; C -0.4468; C -0.0821; C -0.3264; C 0.5643; O -0.5520; H 0.2051; H 0.2103; H 0.2307; H 0.2359; H 0.2212; H 0.2247; H 0.2130; H 0.2310; H -0.0245; H 0.0200

***

no.,total energy (Ha)
1,-364.2185
2,-364.2657
3,-364.1937
4,-837.6295
5,-514.9651
6,-1214.2586
7,-309.7796
8,-309.8374
9,-309.7517
10,-309.8109
11,-309.7001
12,-309.7812
13,-309.8031
14,-309.8146